(1)
Molecular formula: C46H59BrN8OOsP2SSiTe
Method: DFT, the ωB97M-V functional and the def2-TZVPD basis

```
121
Properties=species:S:1:pos:R:3:forces:R:3
Os -0.206353 0.788017 0.405445 0.202 1.628 1.881
Te 0.550147 -3.139583 4.033845 0.872 0.872 0.466
C 2.005847 -2.557083 5.530245 -0.461 -0.498 -0.339
C 1.613047 -2.078983 6.770645 -0.056 -0.050 0.035
C 2.603347 -1.779483 7.701045 -0.503 -0.028 -0.246
N 3.883147 -1.932383 7.441845 0.780 0.275 0.844
C 4.264947 -2.388983 6.269245 -0.212 -0.103 -0.572
C 3.357647 -2.716383 5.268545 0.089 -0.009 -0.058
C 1.086247 -1.496183 2.782945 -0.205 -0.412 -1.836
P 1.902947 -1.827183 1.285845 0.207 0.055 1.540
C 3.132447 -3.128783 1.483745 -0.235 0.228 -0.192
C 2.699247 -4.452883 1.526845 0.005 0.083 -0.191
C 3.602947 -5.460683 1.810545 -0.060 0.013 -0.026
C 4.934547 -5.148983 2.038945 -0.043 0.031 -0.037
C 5.370947 -3.835483 1.964845 0.097 0.025 0.046
C 4.472447 -2.816983 1.693545 -0.143 0.053 -0.029
C 2.673747 -0.289683 0.705545 -0.519 -0.303 -0.004
C 2.930847 -0.045483 -0.646455 -0.174 0.037 -0.051
C 3.544147 1.136817 -1.025255 0.052 0.031 -0.078
C 3.931547 2.062817 -0.068555 -0.011 -0.097 -0.058
C 3.718947 1.804517 1.276745 0.013 -0.015 0.025
C 3.096047 0.632517 1.665945 -0.002 0.237 0.172
P -0.148153 -0.214683 2.553245 -0.044 -0.046 0.706
C 0.012647 0.748517 4.094645 -0.055 0.342 -0.344
C -1.005953 1.629817 4.456445 0.047 -0.058 -0.124
C -0.925853 2.346117 5.634945 -0.131 0.124 -0.026
C 0.183147 2.205717 6.457045 0.056 -0.041 0.042
C 1.216547 1.360017 6.088345 -0.035 0.161 0.084
C 1.134247 0.639817 4.908945 0.039 -0.067 -0.245
C -1.773453 -1.026983 2.764945 0.079 0.313 -0.380
C -2.373553 -1.255783 4.000245 0.003 0.226 -0.074
C -3.581853 -1.928983 4.060545 -0.029 0.038 0.124
C -4.189453 -2.392583 2.904645 0.004 0.014 -0.026
C -3.592153 -2.174083 1.672645 -0.064 -0.066 -0.066
C -2.391753 -1.491183 1.605745 0.156 0.057 -0.020
H 0.572347 -1.932083 7.017445 -0.099 -0.022 0.020
H 2.357147 -1.401983 8.684945 -0.117 0.017 0.059
H 5.330647 -2.503983 6.122245 0.083 -0.031 -0.085
H 3.705347 -3.086883 4.315545 0.028 -0.097 -0.048
H 1.663147 -4.688583 1.318945 0.009 -0.089 0.089
H 3.270947 -6.486083 1.850845 -0.035 -0.097 0.003
H 5.635447 -5.937683 2.259745 0.107 -0.083 0.029
H 6.414147 -3.607983 2.123045 0.075 0.050 0.011
H 4.805547 -1.789083 1.644245 0.073 0.045 0.020
H 2.651847 -0.779683 -1.389455 -0.069 -0.006 -0.043
H 3.729147 1.335717 -2.069755 0.024 -0.008 -0.102
H 4.415947 2.977717 -0.369855 0.060 0.118 -0.054
H 4.047947 2.515417 2.019645 0.059 0.041 0.096
H 2.938447 0.420017 2.714545 -0.038 -0.025 0.021
H -1.866353 1.734317 3.804445 -0.091 0.048 0.051
H -1.726153 3.016217 5.915945 -0.035 0.026 0.030
H 0.237547 2.753017 7.385245 0.018 0.077 0.080
H 2.087747 1.255117 6.717745 0.059 -0.014 0.066
H 1.943847 -0.017783 4.625145 -0.032 -0.120 0.024
H -1.906153 -0.894783 4.906645 -0.011 -0.052 0.004
H -4.047153 -2.090083 5.020045 -0.068 -0.070 0.107
H -5.126353 -2.924083 2.965545 -0.099 -0.052 -0.003
H -4.062553 -2.532383 0.770045 -0.043 -0.052 -0.104
H -1.920553 -1.309083 0.639245 -0.149 -0.113 0.051
C -4.279153 2.926117 -0.418055 0.101 -0.127 -0.128
C -3.630953 2.031017 0.598345 -0.278 0.185 0.291
N -4.283653 1.879917 1.760945 -0.059 -0.065 0.157
O -2.564553 1.468417 0.382945 1.484 -0.590 -0.261
H -4.975253 3.623917 0.034745 -0.126 0.060 0.024
H -4.821153 2.297617 -1.124055 -0.068 -0.007 -0.055
H -3.517553 3.464517 -0.975155 0.101 -0.004 0.009
H -5.223253 2.220217 1.884445 0.074 0.037 -0.027
H -3.935553 1.213217 2.433145 0.028 -0.129 -0.018
C -3.572153 0.341617 -3.565155 0.287 0.085 -0.078
C -2.762953 -0.319083 -4.688355 0.325 0.036 0.177
C -2.786053 -1.831583 -4.433955 0.275 0.230 -0.074
C -3.457653 -0.051383 -6.033355 0.451 0.200 0.004
Si -0.924953 0.351017 -4.789255 -0.126 0.038 -0.069
Br -0.320953 0.280817 -1.958455 -0.208 -0.294 -2.125
C 0.453747 -0.889583 -5.424255 -0.079 0.234 0.309
C 0.117247 -1.314183 -6.863555 -0.357 0.303 0.186
C 1.834247 -0.218783 -5.420655 -0.327 0.121 0.034
C 0.564447 -2.148683 -4.554655 -0.270 0.226 0.023
C -0.662253 2.270117 -5.108755 -0.065 -0.265 0.289
C 0.589847 2.824717 -4.417455 -0.068 -0.336 0.030
C -1.854153 3.088217 -4.594055 0.045 -0.366 -0.023
C -0.537653 2.505717 -6.622855 -0.018 -0.489 0.093
H -4.551553 -0.129583 -3.515255 -0.149 -0.089 -0.046
H -3.719353 1.400817 -3.739355 -0.053 0.174 0.027
H -3.080353 0.208117 -2.606255 -0.032 0.022 0.211
H -3.819153 -2.166583 -4.368755 -0.159 0.009 0.025
H -2.287553 -2.076783 -3.500455 0.073 -0.158 0.159
H -2.321053 -2.380383 -5.246255 0.082 -0.154 -0.076
H -4.468353 -0.452783 -6.005955 -0.123 -0.084 0.066
H -2.931953 -0.533483 -6.853055 0.017 -0.071 -0.216
H -3.530353 1.010517 -6.249655 -0.048 0.171 -0.084
H 0.038847 -0.456383 -7.525455 -0.007 0.106 -0.219
H -0.812753 -1.874083 -6.912555 -0.140 -0.080 -0.056
H 0.905947 -1.959283 -7.245855 0.148 -0.054 0.026
H 1.874747 0.639117 -6.084655 0.051 0.156 -0.048
H 2.577447 -0.932383 -5.769555 0.070 -0.139 -0.036
H 2.106347 0.089517 -4.414455 0.147 0.104 0.133
H -0.317853 -2.772683 -4.622355 -0.108 -0.123 0.050
H 0.723147 -1.883983 -3.514255 0.103 -0.105 0.231
H 1.410847 -2.739383 -4.897755 0.147 -0.049 -0.058
H 0.503247 2.744617 -3.337855 0.049 0.044 0.181
H 0.693947 3.876917 -4.674555 -0.021 0.146 -0.049
H 1.493947 2.316717 -4.728955 0.188 -0.036 -0.031
H -1.996753 2.933017 -3.527855 -0.107 0.035 0.174
H -2.769353 2.841017 -5.123155 -0.186 -0.004 -0.007
H -1.657053 4.145717 -4.759355 0.076 0.122 -0.039
H 0.354947 2.041917 -7.031855 0.132 -0.065 -0.125
H -0.471153 3.574217 -6.817855 -0.006 0.144 0.048
H -1.401753 2.124317 -7.160255 -0.140 -0.025 -0.187
S -0.912053 -3.935883 -1.135655 -0.279 -0.402 -0.090
C 0.176547 -3.066383 -0.469155 0.735 1.101 0.227
N 0.993147 -2.270583 -0.053255 -0.516 -0.787 -0.359
N -1.731453 5.674117 1.532845 -0.568 1.000 -0.447
N -0.862853 4.654917 1.580845 0.902 -1.492 -0.316
N 0.046447 4.553217 2.515045 0.469 0.369 0.530
C 0.729347 3.486917 2.141445 -0.117 0.054 0.005
N 0.226547 2.963617 1.016045 -0.667 -1.621 0.482
N -0.786753 3.728517 0.669045 -0.905 0.707 -0.499
H -1.671753 6.279517 2.340145 0.056 -0.232 0.030
H -2.658153 5.431817 1.208545 0.189 -0.175 0.167
H 1.569047 3.097017 2.674545 0.148 -0.141 0.184
```
Positions in Å, forces in eV/Å.

Summary:
Max |F|, eV/Å: 2.5
E_tot, eV: -179706.001
Net charge: +2
Energy relative to the best compared isomer or geometry (same formula, charge and spin), kcal/mol: 85.4

---

(2)
Molecular formula: C5H9Cl2N
Method: DFT, the ωB97M-V functional and the def2-TZVPD basis

```
17
Properties=species:S:1:pos:R:3:forces:R:3
C -0.984238 2.189825 -0.171441 0.644 -0.157 -0.602
C 0.128434 0.097590 0.469628 0.338 -0.188 -0.019
C 1.424207 -0.831621 0.280316 -2.195 -0.466 1.115
C 0.502090 -1.839157 -0.457908 0.366 1.782 1.110
C -0.655597 -1.234041 0.364523 0.169 0.013 -1.146
H -1.736178 1.713445 0.365946 -1.906 -0.337 0.945
H -1.434088 2.726489 -1.013053 0.209 -0.400 -0.066
H -0.571004 2.954027 0.496598 0.667 -0.232 0.003
H 0.688688 1.308443 -0.923922 2.352 1.032 -1.402
H 0.039061 0.665261 1.372481 0.166 -0.286 1.260
H 1.650540 -1.271172 1.266210 0.120 0.460 -0.326
H 0.776111 -2.850920 -0.414988 0.071 -1.432 0.160
H 0.446520 -1.484390 -1.450490 -0.357 0.147 -1.280
H -0.771476 -1.712536 1.315767 -0.251 -0.226 0.455
N -0.163025 1.036520 -0.577486 -1.134 -0.132 -0.035
Cl 2.889196 -0.300975 -0.447295 0.631 0.518 -0.516
Cl -2.229246 -1.166796 -0.474882 0.112 -0.095 0.345
```
Positions in Å, forces in eV/Å.

Summary:
Max |F|, eV/Å: 2.9
E_tot, eV: -31864.805
SMILES: CN[C@@H]1[C@H](Cl)C[C@@H]1Cl
Energy relative to the best compared isomer or geometry (same formula, charge and spin), kcal/mol: 17.0

---

(3)
Molecular formula: C18H22IN5O2SSc
Method: DFT, the ωB97M-V functional and the def2-TZVPD basis

```
50
Properties=species:S:1:pos:R:3:forces:R:3
Sc -0.194198 -0.332569 0.122697 -0.388 0.247 0.129
C -3.142979 1.047055 0.982997 -0.022 0.005 0.024
C -2.116735 1.381864 2.050272 0.027 -0.016 -0.018
N -0.757178 1.501784 1.480259 0.004 -0.056 0.046
C -0.388278 2.806014 0.895300 0.037 0.015 0.031
C -1.067982 3.126688 -0.428229 -0.011 0.061 0.043
S -0.976786 1.768791 -1.640949 -0.010 0.042 -0.063
C -2.726505 1.418488 -1.984543 -0.051 -0.004 -0.032
C -3.269911 0.176762 -1.271886 -0.020 -0.049 -0.038
N -2.662861 -0.000532 0.055016 0.044 0.019 0.018
H -3.370346 1.931810 0.393775 0.000 0.011 0.007
H -4.083371 0.755400 1.458302 0.039 -0.027 0.010
H -2.074872 0.573019 2.780059 -0.007 0.015 -0.018
H -2.411254 2.295624 2.576578 0.013 0.010 -0.030
H -0.109171 1.354001 2.247415 -0.050 0.041 0.019
H 0.694491 2.781465 0.744862 -0.019 0.000 -0.009
H -0.594475 3.619542 1.599996 -0.010 -0.011 -0.018
H -0.574605 3.993892 -0.866078 0.007 -0.027 -0.012
H -2.113030 3.397063 -0.294629 -0.002 -0.022 -0.004
H -2.812844 1.286465 -3.062218 0.027 -0.007 0.004
H -3.293761 2.316365 -1.745147 0.023 0.021 0.019
H -3.061136 -0.707614 -1.868973 0.018 0.025 0.023
H -4.360561 0.263582 -1.202725 0.028 0.005 0.008
H -2.921951 -0.909431 0.431792 -0.056 0.035 -0.021
O 3.586386 0.645270 -1.578148 -0.035 0.002 0.033
C 2.668885 0.316799 -0.869186 0.127 0.026 0.025
N 1.444206 -0.209770 -1.223094 0.128 0.033 -0.143
C 1.191105 -0.457629 -2.560990 -0.016 -0.064 -0.166
O 1.772150 -0.046742 -3.531236 -0.032 0.001 0.007
C 0.033646 -1.422760 -2.725110 0.046 -0.027 -0.040
C -0.201734 -2.033062 -3.944777 0.005 0.028 0.065
C -1.171933 -3.018424 -4.010087 -0.009 -0.009 -0.033
C -1.865813 -3.363074 -2.858683 0.008 0.044 0.099
C -1.593698 -2.681243 -1.686764 0.018 0.021 -0.087
N -0.672991 -1.709931 -1.623484 0.003 -0.188 -0.025
C 2.813278 0.392372 0.633063 0.010 0.014 0.023
C 4.028846 0.737636 1.198716 -0.062 -0.019 -0.024
C 4.141291 0.729018 2.576888 0.039 0.012 0.003
C 3.039638 0.367539 3.339096 -0.093 -0.019 -0.026
C 1.859674 0.044725 2.695500 0.096 0.031 -0.047
N 1.735335 0.069420 1.358857 0.150 -0.043 0.133
H 0.397761 -1.742352 -4.795442 0.013 0.012 0.005
H -1.371755 -3.530135 -4.941749 0.002 -0.004 -0.012
H -2.603813 -4.151583 -2.860669 -0.016 -0.013 0.000
H -2.105268 -2.915727 -0.761255 -0.006 -0.016 -0.012
H 4.850184 0.987842 0.542883 -0.004 0.001 -0.016
H 5.077453 0.986984 3.053135 0.006 -0.001 0.006
H 3.091128 0.323620 4.417134 -0.008 -0.003 0.014
H 0.987193 -0.274794 3.253094 0.002 -0.004 0.010
I -0.904854 -2.243127 1.998662 0.005 -0.150 0.094
```
Positions in Å, forces in eV/Å.

Summary:
Max |F|, eV/Å: 0.5
E_tot, eV: -70205.923
Net charge: +1
Energy relative to the best compared isomer or geometry (same formula, charge and spin), kcal/mol: 0.0

---

(4)
Molecular formula: C16H25NO3
Method: DFT, the ωB97M-V functional and the def2-TZVPD basis

```
45
Properties=species:S:1:pos:R:3:forces:R:3
C -3.826076 -1.553230 1.340268 -0.097 0.215 -0.308
H -4.117724 -0.906868 2.163621 -0.024 0.047 0.166
H -2.810830 -1.902361 1.507415 0.123 -0.067 0.040
H -4.494312 -2.410301 1.328679 -0.080 -0.095 0.047
C -3.899067 -0.815644 0.000809 -0.253 -0.178 -0.066
N -2.787428 0.119031 -0.124012 0.033 0.071 -0.240
H -2.857343 0.594495 -1.020508 0.003 -0.094 0.019
C -2.640805 1.149328 0.885656 0.209 0.278 -0.167
H -2.518494 0.685554 1.866418 -0.020 0.079 0.024
H -3.491825 1.845703 0.923034 0.042 -0.037 0.107
C -1.386085 1.970218 0.573411 0.294 -0.369 0.567
C -0.147881 1.069309 0.511252 -0.468 -0.069 -0.024
O 0.948437 1.901505 0.189214 0.133 0.161 0.003
C 2.186457 1.336042 0.064817 0.117 0.010 -0.036
C 2.449335 -0.024008 0.207816 -0.322 0.166 0.051
C 3.748938 -0.464171 0.049588 0.247 0.220 -0.121
C 4.782999 0.417827 -0.240111 -0.126 -0.240 -0.014
C 4.522642 1.767390 -0.377938 -0.184 0.014 0.036
C 3.224425 2.220579 -0.227813 -0.087 0.060 0.020
H 2.987638 3.267716 -0.333306 -0.046 0.126 -0.014
H 5.316238 2.464298 -0.603380 0.073 0.097 -0.031
C 6.089015 -0.314540 -0.341419 0.134 0.004 0.008
H 6.665143 -0.170780 0.577361 0.083 -0.006 -0.014
H 6.700540 0.028271 -1.176120 0.069 0.010 0.029
C 5.656496 -1.781888 -0.493435 0.065 -0.043 0.031
H 5.566165 -2.023401 -1.553665 0.010 -0.016 -0.009
H 6.370332 -2.473074 -0.047929 0.018 -0.047 -0.064
C 4.270876 -1.866259 0.166536 0.001 -0.128 0.028
H 4.357464 -2.138151 1.222525 -0.021 -0.064 0.018
H 3.622823 -2.598632 -0.315094 -0.022 -0.045 0.055
H 1.664504 -0.729227 0.432034 -0.123 -0.045 0.015
H -0.304340 0.307564 -0.261265 0.096 0.079 0.123
H 0.004913 0.580150 1.480882 0.018 0.002 -0.031
O -1.575251 2.629241 -0.655686 -0.068 0.083 -0.323
H -0.714535 2.967142 -0.932069 -0.039 0.003 -0.015
H -1.235195 2.715267 1.372508 -0.038 -0.150 -0.068
C -3.728553 -1.834809 -1.135188 -0.086 0.225 0.316
H -3.681799 -1.337731 -2.102320 0.023 0.036 -0.160
H -2.796522 -2.375194 -0.996700 0.104 -0.053 -0.024
H -4.550457 -2.547231 -1.141087 -0.109 -0.087 -0.038
C -5.285184 -0.129631 -0.115891 0.255 -0.317 0.363
O -5.435815 0.632882 -1.286887 0.066 0.137 -0.413
H -5.358086 0.047165 -2.047818 -0.060 0.057 0.019
H -5.419117 0.574461 0.708213 -0.008 -0.078 0.023
H -6.072640 -0.894017 -0.042418 0.065 0.051 0.072
```
Positions in Å, forces in eV/Å.

Summary:
Max |F|, eV/Å: 0.7
E_tot, eV: -24630.232
SMILES: CC(C)(CO)NC[C@H](O)COc1ccc2c(c1)CCC2
Energy relative to the best compared isomer or geometry (same formula, charge and spin), kcal/mol: 36.5

---

Question: Number 3 is which compound?
Answer: C18H22IN5O2SSc

---

Question: Among the records above, which one has the lowest energy relative to the best compared isomer or geometry (same formula, charge and spin)?
Answer: C18H22IN5O2SSc